(1)
87
Properties=species:S:1:pos:R:3:forces:R:3:mulliken_charge:R:1 method="wB97M-V/def2-TZVPD" energy_ha=-3110.622079 orbital_gap_ev=7.2
Sn -0.240171 0.154253 2.190226 0.0414 -0.0181 0.1480 -0.012
C -1.356663 3.994505 2.379837 -0.0179 -0.0251 0.0107 -1.370
Si -0.390513 2.727227 1.371840 0.0377 -0.0475 -0.0724 0.461
C -1.091880 2.794337 -0.395376 -0.0281 -0.0039 -0.0157 0.117
C -0.836931 3.880142 -1.236951 0.0123 -0.0015 -0.0185 -0.390
C -1.283094 3.900210 -2.549467 -0.0095 -0.0033 0.0075 -0.820
C -2.009084 2.826078 -3.048863 -0.0071 -0.0020 0.0083 -0.935
C -2.288317 1.742291 -2.231610 -0.0014 0.0093 -0.0028 -0.232
C -1.834260 1.724016 -0.912689 0.0498 -0.0109 0.0538 0.408
P -2.187061 0.322382 0.210662 -0.0903 0.0707 -0.0751 1.243
C -3.750538 0.807955 1.015737 -0.0406 0.0250 -0.0899 0.678
C -4.681326 1.639884 0.390801 0.0633 0.0092 0.0364 -0.228
C -5.858947 1.980312 1.035759 -0.0140 -0.0066 0.0342 -0.755
C -6.119724 1.495859 2.312187 -0.0237 0.0181 -0.0253 -0.466
C -5.202814 0.668759 2.940184 0.0375 -0.0200 0.0062 -0.784
C -4.021589 0.326843 2.294170 -0.0033 -0.0378 0.0049 -0.585
C -2.613883 -1.015943 -0.936305 -0.0274 -0.0408 0.0298 0.231
C -1.617751 -1.429696 -1.822220 0.0179 -0.0112 0.0103 0.875
C -1.854375 -2.468827 -2.701633 -0.0275 -0.0047 -0.0251 -0.532
C -3.083543 -3.120626 -2.692939 0.0165 0.0131 -0.0316 -0.836
C -4.070961 -2.723676 -1.806590 -0.0035 0.0237 0.0358 -0.758
C -3.840788 -1.666418 -0.930716 -0.0056 -0.0465 0.0234 -0.827
C 1.389897 3.348423 1.180446 -0.0403 0.0335 0.0076 0.688
C 1.713687 4.704964 1.296209 -0.0239 -0.0057 0.0013 -0.310
C 3.001277 5.165587 1.078737 0.0011 0.0129 0.0060 -0.792
C 4.008385 4.270106 0.743084 0.0071 -0.0002 -0.0003 -0.837
C 3.722214 2.919928 0.647090 -0.0197 -0.0108 0.0128 -0.788
C 2.424442 2.453321 0.867481 0.0595 -0.0234 -0.0539 -0.047
P 2.075280 0.657728 0.807204 0.0614 0.0418 0.1150 0.677
C 3.613370 -0.096206 1.408289 0.0233 0.0135 -0.0232 0.721
C 3.712770 -0.351881 2.772443 0.0477 0.0183 0.0023 -0.719
C 4.878680 -0.880638 3.300560 -0.0182 0.0070 0.0065 -0.720
C 5.949007 -1.172534 2.466049 0.0056 -0.0056 -0.0106 -0.575
C 5.851906 -0.930931 1.103677 -0.0068 -0.0023 -0.0001 -0.812
C 4.687571 -0.391801 0.574347 0.0066 0.0095 0.0211 -0.190
C 1.966500 0.221084 -0.951778 0.0166 -0.0205 -0.0408 1.258
C 1.574680 1.166528 -1.896980 -0.0145 -0.0350 -0.0036 -0.727
C 1.385818 0.791486 -3.220737 -0.0036 0.0099 0.0010 -0.624
C 1.601774 -0.521912 -3.611863 -0.0028 -0.0025 0.0078 -0.798
C 2.008310 -1.465654 -2.675930 -0.0268 0.0049 0.0149 -1.020
C 2.182483 -1.100799 -1.350338 -0.0212 0.0251 -0.0146 -0.530
H -1.370921 4.974719 1.895747 0.0047 -0.0041 -0.0057 0.369
H -0.938424 4.110807 3.381727 -0.0057 -0.0049 -0.0069 0.358
H -2.393820 3.665602 2.483595 0.0085 0.0025 0.0044 0.295
H -0.253091 4.716915 -0.866545 -0.0047 -0.0027 0.0005 0.455
H -1.061879 4.748905 -3.185203 0.0002 -0.0044 0.0005 0.408
H -2.357963 2.831657 -4.073987 0.0049 -0.0016 0.0029 0.428
H -2.849757 0.904697 -2.625999 -0.0027 0.0016 -0.0040 0.467
H -4.475948 2.032081 -0.597110 0.0016 0.0005 -0.0135 0.384
H -6.574378 2.628086 0.545714 0.0068 0.0006 -0.0039 0.397
H -7.038170 1.768059 2.816357 0.0040 -0.0027 -0.0011 0.371
H -5.400144 0.291012 3.934960 -0.0014 -0.0003 -0.0043 0.401
H -3.308312 -0.323778 2.787926 0.0136 0.0050 0.0063 0.393
H -0.648500 -0.946985 -1.804779 0.0440 0.0325 -0.0260 -0.631
H -1.071393 -2.787256 -3.378352 -0.0033 0.0009 0.0052 0.475
H -3.264817 -3.942159 -3.374318 0.0030 -0.0049 0.0098 0.391
H -5.025217 -3.234362 -1.789833 -0.0044 0.0064 -0.0106 0.410
H -4.618202 -1.359554 -0.241615 0.0020 0.0087 -0.0056 0.415
H 0.939583 5.416124 1.563269 0.0023 -0.0046 -0.0046 0.341
H 3.222891 6.221448 1.173515 0.0009 -0.0017 -0.0020 0.410
H 5.017816 4.620956 0.571208 0.0004 0.0030 0.0002 0.428
H 4.517795 2.223747 0.415470 0.0016 -0.0064 0.0016 0.413
H 2.864572 -0.162073 3.419990 -0.0038 -0.0026 -0.0045 0.373
H 4.945395 -1.082820 4.361544 0.0002 -0.0015 -0.0008 0.418
H 6.854835 -1.599298 2.877021 0.0005 0.0027 -0.0026 0.401
H 6.681007 -1.165650 0.448627 -0.0001 0.0002 0.0022 0.431
H 4.616985 -0.210073 -0.491280 -0.0018 -0.0012 0.0086 0.446
H 1.412805 2.195601 -1.603679 -0.0048 0.0148 0.0052 0.482
H 1.071510 1.532841 -3.944252 -0.0004 0.0002 -0.0018 0.481
H 1.458099 -0.810038 -4.645704 -0.0007 0.0010 0.0029 0.410
H 2.181782 -2.492496 -2.972667 0.0020 0.0040 -0.0004 0.464
H 2.494509 -1.838802 -0.622543 0.0085 -0.0042 -0.0066 0.611
O 2.658217 -4.732698 1.060967 0.0058 -0.0747 -0.0283 -0.753
C 1.441397 -4.953348 0.537758 0.0003 0.0065 0.0123 0.375
C 1.174177 -6.206638 -0.016083 0.0132 -0.0100 -0.0081 -0.721
C -0.069481 -6.476834 -0.551224 0.0012 -0.0029 0.0032 -0.375
C -1.074034 -5.510623 -0.551131 0.0063 0.0137 -0.0093 -0.782
C -0.808032 -4.265435 -0.016319 0.0299 0.0162 0.0312 -0.348
C 0.442401 -3.965325 0.526769 -0.0490 0.0029 0.0359 0.008
C 0.726906 -2.611378 1.083961 0.0448 0.0457 -0.1107 0.804
O 1.810232 -2.399617 1.671480 -0.0922 -0.0149 0.0500 -0.686
O -0.148315 -1.703787 0.883171 -0.0842 0.0145 -0.0583 0.175
H 2.621962 -3.819716 1.445682 0.0082 0.0351 0.0175 0.343
H 1.959168 -6.951353 -0.003027 -0.0022 0.0004 -0.0008 0.452
H -0.263346 -7.456566 -0.970893 -0.0010 -0.0001 0.0004 0.375
H -2.048490 -5.729583 -0.967271 -0.0007 0.0009 0.0026 0.443
H -1.565263 -3.491638 -0.006721 0.0162 -0.0298 0.0154 0.460

(2)
19
Properties=species:S:1:pos:R:3:forces:R:3:mulliken_charge:R:1 method="wB97M-V/def2-TZVPD" energy_ha=-459.522578 smiles="C=CO.O.O.O.O" orbital_gap_ev=8.9
C -2.276666 -1.283269 -1.771879 0.6600 -1.1954 0.2307 -0.787
C -2.231881 -2.613755 -1.971493 0.1169 0.1921 -0.1677 0.184
O -1.084570 -3.307689 -2.163480 0.0534 -0.2419 -0.8765 -0.469
H -2.937040 -0.879537 -1.018365 -0.6153 0.5345 -0.9176 0.258
H -1.396360 -0.782286 -2.166595 0.1150 0.4698 0.8242 0.177
H -3.061246 -3.286727 -2.159832 -0.2514 0.0353 0.9265 0.340
H -0.319722 -2.777807 -1.917826 -0.0762 0.2075 -0.0243 0.302
O -0.020264 3.355980 -0.368828 -0.2942 0.1914 -0.5330 -0.628
H 0.744683 3.723124 0.079501 0.0446 -0.2830 0.1928 0.320
H -0.147212 2.449466 -0.079049 0.2559 0.0529 0.3032 0.319
O -0.538420 2.416619 -3.751915 0.0727 -0.0133 0.1103 -0.641
H 0.170263 1.843935 -3.441990 -0.0175 0.0319 -0.0644 0.300
H -0.576218 3.111173 -3.084199 -0.0306 -0.0002 0.0498 0.333
O 1.580464 0.514110 1.624634 -0.7682 -0.9315 -0.6499 -0.645
H 1.629742 0.192780 0.709758 0.4619 0.4607 0.0888 0.308
H 0.922682 -0.132382 1.938279 0.2803 0.4949 0.5086 0.328
O 2.849668 -0.662954 6.425153 0.0147 0.0408 -0.0059 -0.639
H 2.962302 -1.599204 6.611183 0.0281 -0.0108 0.0139 0.319
H 3.729795 -0.281576 6.506942 -0.0501 -0.0358 -0.0094 0.321

(3)
63
Properties=species:S:1:pos:R:3:forces:R:3:mulliken_charge:R:1 method="wB97M-V/def2-TZVPD" energy_ha=-5414.614196 multiplicity=6 charge=+3 orbital_gap_ev="7.5 / 4.5" s2=8.8129
Fe -0.567400 -0.007132 0.809082 0.1838 0.2367 0.7827 -0.525
P -2.860849 -0.209581 0.359332 -2.2542 -0.4334 -0.7060 0.977
P -0.362701 -2.178753 1.116963 0.7006 -4.1470 0.7126 0.889
P -0.582407 2.150078 0.320751 -0.1283 3.3963 -1.9949 1.055
H 5.500986 -0.518610 -0.045922 -0.4513 0.5091 1.6935 0.285
C 5.388824 0.244962 0.788486 -0.7943 0.4661 0.7482 -0.553
C 4.253989 0.559275 1.509071 1.4589 0.2221 -0.9262 -0.204
H 3.354804 -0.071219 1.563607 0.2710 0.1498 -0.6116 0.078
C -3.358074 -0.599448 -1.387424 0.8453 0.0823 0.3047 -1.425
C -3.746515 -1.525393 1.260732 0.1434 0.0538 0.3181 -1.168
C -3.932821 1.218375 0.680114 0.0369 0.3246 0.3155 -1.252
C 1.373797 -2.804983 1.142623 -0.0650 0.4391 -0.1518 -1.103
C -0.932229 -2.928343 2.710300 -0.1086 0.4845 0.0349 -1.367
C -1.096624 -3.409613 -0.040722 -0.0464 0.4124 -0.3748 -1.209
C 1.042821 2.968660 0.123798 0.1014 -0.3009 0.0860 -1.093
C -1.360486 3.287477 1.496667 -0.2400 -0.1110 0.7071 -1.409
C -1.409992 2.752432 -1.257413 0.2320 -0.6195 0.2694 -1.228
H 6.353515 0.765402 1.024103 -1.1853 -0.0992 -0.5293 0.245
H 4.154473 1.510336 2.104050 0.6755 -1.3250 -0.3207 0.219
H -4.465022 -0.620562 -1.425654 0.6636 -0.0030 -0.1673 0.609
H -2.917659 -1.576668 -1.660308 -0.5243 0.3176 0.0210 0.358
H -2.917641 0.170613 -2.050319 -0.6090 -0.3136 0.1772 0.345
H -4.775514 -1.550725 0.882164 0.1878 -0.1308 0.1635 0.535
H -3.755540 -1.285373 2.329300 -0.1554 -0.0088 -0.1132 0.412
H -3.263833 -2.502505 1.154636 -0.4198 0.3680 -0.0765 0.182
H -4.961474 0.934671 0.429136 0.1631 0.1520 0.0703 0.526
H -3.631548 2.101526 0.107716 -0.2848 -0.3686 0.1037 0.256
H -3.878968 1.493292 1.737860 -0.2109 -0.1207 -0.0761 0.391
H 1.348937 -3.890191 0.982912 0.0971 0.2745 0.1134 0.494
H 1.846993 -2.580695 2.106409 -0.0552 -0.0399 -0.2281 0.424
H 1.944650 -2.327118 0.341262 0.1048 -0.1907 0.0940 0.230
H -0.496999 -3.927914 2.795995 0.0205 0.1304 -0.1035 0.442
H -2.015904 -3.027144 2.764271 0.0823 0.0463 -0.0103 0.359
H -0.602549 -2.350713 3.577845 0.0239 -0.1622 -0.0297 0.465
H -0.735818 -4.404897 0.249950 -0.0743 0.2769 -0.1303 0.515
H -0.775320 -3.176321 -1.065715 -0.0404 -0.3590 0.2596 0.367
H -2.190245 -3.412483 -0.021476 0.3078 -0.0569 -0.0614 0.268
H 0.901402 3.910619 -0.416059 0.1081 -0.1208 0.2011 0.518
H 1.738004 2.331638 -0.424918 0.0169 0.1046 -0.0290 0.228
H 1.463510 3.167429 1.111722 0.0738 0.0394 -0.0911 0.420
H -1.444163 4.287451 1.071499 0.1781 -0.0117 -0.1424 0.428
H -0.753129 3.361239 2.395433 0.1423 0.1181 0.1283 0.509
H -2.360828 3.003357 1.815658 0.0032 -0.1094 -0.1030 0.294
H -1.023555 3.777853 -1.398699 -0.2746 -0.5348 -0.1660 0.541
H -2.509645 2.782617 -1.175224 0.6481 0.0102 -0.1172 0.339
H -1.125865 2.086203 -2.093879 -0.1195 0.5651 0.2195 0.248
C 1.420360 -0.373783 -2.856526 -0.5522 0.5436 -0.4108 0.633
C 2.473911 -0.083499 -1.973587 0.9147 0.1494 0.8344 0.679
C 3.731238 0.294742 -2.432552 -0.7385 -0.3291 1.0565 -0.499
C 3.910064 0.460726 -3.801865 0.4091 -0.1547 -0.4378 -0.537
C 2.868691 0.209857 -4.681035 -0.8626 -0.1504 -0.4867 -0.745
C 1.617821 -0.156811 -4.230758 0.7534 -0.1582 -0.8885 -0.781
Se -0.331613 -0.877745 -2.488781 1.2405 0.7713 1.1341 0.402
H -0.135120 -0.398685 -0.948460 -0.1372 -0.6203 -1.4282 -0.058
H 2.303265 -0.148284 -0.908569 0.1126 -0.1841 0.1929 0.253
H 4.569377 0.426393 -1.739039 -0.5614 0.1461 -0.2315 0.179
H 4.858638 0.762091 -4.229124 0.0953 0.0019 0.2227 0.446
H 3.072089 0.292405 -5.730524 -0.1746 0.1829 -0.3931 0.450
H 0.779577 -0.283355 -4.900291 0.1285 -0.1173 -0.3294 0.408
N -0.239467 0.393227 2.814211 -0.1292 0.2345 1.1354 -0.547
H 0.618328 0.800767 3.185716 0.2237 0.0710 -0.3049 0.307
H -0.420806 -0.371897 3.459255 -0.0106 -0.2322 -0.0526 0.173
H -0.951742 1.074734 3.062219 -0.1404 0.2327 0.1234 0.323